57
Properties=species:S:1:pos:R:3:nbo_charge:R:1 method="wB97M-V/def2-TZVPD" homo_ev="-10.840 / -10.643" orbital_gap_ev="6.875 / 6.151" spin_multiplicity=1 charge=+1
Cl 1.529 -4.287 -2.787 0.07
H -1.150 -1.866 1.437 0.24
O -1.640 0.803 3.632 -0.58
H 1.118 -1.524 -2.272 0.23
H 4.689 3.566 -0.818 0.25
C -2.526 2.925 1.963 -0.16
H -4.256 -0.848 -2.189 0.26
C -3.585 -1.107 -1.382 -0.20
H 4.157 0.873 -2.330 0.25
C 4.747 0.352 1.637 -1.14
H -1.859 -0.169 -2.246 0.22
C -2.471 3.774 -0.276 -0.17
N -5.840 -3.348 0.327 -0.80
O -6.332 -1.379 -0.683 -0.57
H -6.811 -3.611 0.361 0.42
C -5.521 -2.162 -0.238 0.64
C -1.065 2.526 -1.970 0.79
H -2.854 2.931 2.993 0.27
H 3.836 -0.585 -1.382 0.23
C 2.120 -3.967 -0.160 -0.16
C 5.085 2.993 0.021 -1.14
O -0.178 0.126 2.074 -0.67
O -0.309 1.615 -2.235 -0.60
C -1.615 2.744 -0.600 0.06
H -1.086 3.213 -3.716 0.52
O -1.495 3.409 -2.859 -0.64
H -3.470 -2.692 1.603 0.23
N 1.540 -1.268 -0.261 -0.42
H 4.512 -0.706 1.514 0.23
H 6.169 2.925 -0.091 0.26
C -1.856 -1.683 0.639 0.04
C -1.118 0.870 2.540 0.74
H -2.766 4.484 -1.033 0.26
H 2.000 -1.178 1.749 0.25
Rh 0.299 0.424 -0.030 0.98
H -5.148 -4.020 0.603 0.40
H 2.337 -5.027 -0.135 0.25
C -4.051 -1.826 -0.290 -0.07
C 1.425 -2.018 -1.359 0.03
C -2.267 -0.708 -1.402 0.04
C 1.708 -3.370 -1.342 -0.07
H 4.199 0.733 2.499 0.26
C 4.469 0.299 -1.456 -1.14
H -3.607 4.659 1.320 0.25
Se 2.044 1.915 0.342 -0.41
H 5.498 -0.031 -1.618 0.25
N -1.216 1.846 0.314 -0.38
H 4.871 3.543 0.939 0.26
C -2.932 3.863 1.037 -0.14
Si 4.322 1.308 0.097 1.52
C 1.941 -1.830 0.887 0.05
C 2.245 -3.176 0.969 -0.22
N -1.416 -0.960 -0.395 -0.49
C -3.160 -2.141 0.725 -0.19
C -1.643 1.927 1.566 0.13
H 2.566 -3.597 1.912 0.25
H 5.814 0.435 1.857 0.25